(1)
{"formula": "C32H53NO23", "method": "ωB97M-V with the def2-TZVPD basis set", "species": ["C", "C", "C", "O", "C", "O", "O", "H", "H", "H", "H", "H", "H", "C", "C", "C", "O", "C", "O", "O", "H", "H", "H", "H", "H", "H", "C", "C", "C", "O", "C", "O", "O", "H", "H", "H", "H", "H", "H", "C", "C", "C", "O", "C", "O", "O", "H", "H", "H", "H", "H", "H", "C", "C", "C", "O", "C", "O", "O", "H", "H", "H", "H", "H", "H", "C", "C", "C", "O", "C", "O", "O", "H", "H", "H", "H", "H", "H", "C", "C", "C", "O", "C", "O", "O", "H", "H", "H", "H", "H", "H", "C", "N", "C", "C", "O", "H", "H", "H", "H", "H", "H", "H", "C", "O", "H", "H", "H", "H"], "xyz": [[-5.9091, -1.8831, -1.5527], [-5.0281, -1.2416, -0.5180], [-4.7783, -2.1741, 0.6917], [-3.3540, -2.1755, 0.7774], [-2.7872, -1.6467, -0.3376], [-1.6521, -1.7767, -0.6122], [-3.7388, -1.0445, -1.0961], [-5.4187, -2.7617, -1.9778], [-6.1997, -1.1990, -2.3475], [-6.8068, -2.2885, -1.0759], [-5.4723, -0.2895, -0.2198], [-5.0553, -3.1898, 0.3845], [-5.2444, -2.0249, 1.6613], [-2.3806, 2.3112, 1.2205], [-2.9702, 3.1954, 0.1105], [-4.3924, 2.9176, -0.2736], [-5.1135, 4.0968, 0.0914], [-4.2679, 4.9787, 0.6624], [-4.5710, 5.9429, 1.2747], [-2.9626, 4.5506, 0.5646], [-3.0189, 2.3564, 2.1048], [-1.4360, 2.7164, 1.5904], [-2.1518, 1.3285, 0.8145], [-2.3929, 3.0918, -0.8101], [-4.7526, 1.9336, 0.0227], [-4.4637, 2.9373, -1.3666], [-4.0465, -0.7665, -5.3924], [-3.2271, 0.4423, -4.9998], [-3.9239, 1.3833, -3.9904], [-2.8549, 1.7932, -3.1857], [-1.8353, 0.9127, -3.2361], [-0.8493, 0.9549, -2.5833], [-2.0674, 0.0395, -4.2264], [-3.4643, -1.5742, -5.8347], [-4.7807, -0.5161, -6.1586], [-4.5054, -1.1385, -4.4768], [-2.7531, 0.9900, -5.8164], [-4.6470, 0.7979, -3.4178], [-4.3770, 2.2201, -4.5162], [3.0224, -5.1520, 0.5941], [3.4600, -3.6923, 0.5462], [4.8951, -3.4315, 0.1539], [4.7879, -2.1605, -0.5138], [3.4953, -1.9879, -0.9291], [3.0936, -0.9810, -1.4172], [2.7482, -3.0227, -0.5067], [3.2962, -5.7058, 1.4952], [3.4769, -5.6916, -0.2343], [1.9357, -5.2139, 0.6231], [3.1996, -3.1054, 1.4342], [5.3359, -4.1941, -0.4917], [5.5718, -3.1898, 0.9740], [0.2330, -0.3500, 1.5022], [1.2405, 0.6372, 0.9787], [0.7658, 1.5062, -0.1794], [1.1246, 2.8345, 0.1569], [1.6167, 2.8271, 1.4169], [2.0444, 3.7875, 1.9731], [1.4668, 1.6280, 2.0219], [-0.6786, 0.0664, 1.9163], [0.7235, -0.9411, 2.2880], [0.0550, -1.1700, 0.8050], [2.1731, 0.1467, 0.6962], [-0.3054, 1.3870, -0.3339], [1.2060, 1.1429, -1.1078], [2.8498, 3.3932, -2.9463], [2.6648, 3.8066, -4.3846], [3.9127, 4.5741, -4.9294], [4.1534, 3.9430, -6.2056], [3.3574, 2.8717, -6.3558], [3.3757, 2.1414, -7.2992], [2.5771, 2.7292, -5.2872], [3.8435, 2.9480, -2.8369], [2.1592, 2.5989, -2.6620], [2.7982, 4.2462, -2.2742], [1.8752, 4.5583, -4.4584], [4.7975, 4.3056, -4.3496], [3.8484, 5.6572, -4.9276], [2.2562, -0.0156, 4.7958], [3.3163, -0.8292, 5.5061], [2.9785, -1.2539, 6.9399], [3.4192, -2.5969, 7.0187], [3.6036, -3.0875, 5.7719], [3.8331, -4.2262, 5.5355], [3.4461, -2.1050, 4.8596], [2.4401, 1.0329, 5.0412], [1.2212, -0.1812, 5.0927], [2.4031, -0.2148, 3.7374], [4.3232, -0.4033, 5.4807], [1.9126, -1.0900, 7.1127], [3.5083, -0.6295, 7.6588], [-0.1936, -4.0712, 3.4144], [-0.6837, -5.0138, 2.4558], [-1.0256, -6.3277, 2.8918], [-0.7155, -4.7204, 1.1223], [-1.0232, -5.4852, 0.2377], [0.4701, -4.4434, 4.2007], [-1.0374, -3.7017, 4.0175], [0.2888, -3.1930, 2.9888], [-1.6254, -6.3227, 3.8127], [-1.5964, -6.9140, 2.1799], [-0.1362, -6.8859, 3.2146], [-0.2861, -3.7204, 0.9399], [2.8872, 6.3251, -0.2372], [2.5536, 6.5366, -1.5899], [2.1905, 5.7735, 0.3986], [3.7597, 5.6584, -0.1932], [3.2828, 7.2091, 0.2767], [1.6832, 6.9494, -1.5761]], "spin_multiplicity": 1, "gap_ev": 9.48, "homo_ev": -9.40}

(2)
{"formula": "C32H54ClF4O17PS", "method": "ωB97M-V with the def2-TZVPD basis set", "species": ["C", "C", "O", "C", "C", "C", "O", "C", "C", "C", "C", "F", "F", "F", "C", "F", "Cl", "O", "C", "P", "C", "C", "C", "C", "S", "C", "O", "O", "H", "H", "H", "H", "H", "H", "H", "H", "H", "H", "H", "H", "H", "H", "H", "H", "H", "H", "H", "H", "H", "H", "H", "H", "H", "H", "H", "H", "H", "H", "C", "C", "C", "O", "C", "O", "O", "H", "H", "H", "H", "H", "H", "C", "C", "C", "O", "C", "O", "O", "H", "H", "H", "H", "H", "H", "C", "C", "C", "O", "C", "O", "O", "H", "H", "H", "H", "H", "H", "C", "C", "C", "O", "C", "O", "O", "H", "H", "H", "H", "H", "H"], "xyz": [[-2.8606, 2.8535, 0.3287], [-2.1861, 2.4653, -0.9897], [-1.3320, 1.3411, -0.8381], [-1.4108, 0.4079, -1.9205], [-0.0838, -0.3406, -1.9608], [0.0938, -1.4201, -0.8959], [1.4627, -1.7559, -0.8212], [2.1262, -1.3762, 0.3681], [3.0856, -2.4872, 0.7787], [3.8273, -2.1181, 2.0658], [3.1307, -2.5764, 3.3404], [3.9061, -3.3666, 4.0925], [1.9971, -3.2571, 3.1274], [2.7855, -1.5308, 4.1153], [-0.7014, -2.7570, -1.1378], [0.1737, -3.8072, -1.1010], [-1.5138, -2.8586, -2.7120], [-1.6998, -3.0107, -0.2030], [-1.2535, -3.1715, 1.1425], [-2.1631, -2.0291, 2.3303], [-3.2636, -0.9986, 1.2939], [-4.7398, -1.1871, 1.6681], [-0.8494, -0.9202, 3.0078], [-1.1688, -0.5647, 4.4645], [-1.4751, -4.9381, 1.5799], [-2.6874, -5.5136, 0.4339], [-0.2111, -5.6061, 1.3635], [-2.0340, -5.0262, 2.9098], [-2.2718, 2.4825, 1.1711], [-3.8595, 2.4185, 0.4028], [-2.9507, 3.9385, 0.4088], [-2.9624, 2.2754, -1.7372], [-1.6099, 3.3206, -1.3502], [-1.5521, 0.9621, -2.8520], [-2.2556, -0.2686, -1.7470], [0.1524, -0.7240, -2.9531], [0.6732, 0.4161, -1.7273], [-0.2647, -0.9952, 0.0504], [1.4089, -1.2197, 1.1810], [2.6964, -0.4541, 0.1935], [2.5042, -3.4038, 0.8931], [3.7924, -2.6699, -0.0331], [4.8295, -2.5450, 2.0632], [3.9415, -1.0337, 2.1431], [-0.1747, -3.0323, 1.2624], [-3.1413, -1.1717, 0.2237], [-2.9695, 0.0408, 1.4581], [-4.8881, -1.1611, 2.7469], [-5.1084, -2.1365, 1.2725], [-5.3297, -0.4005, 1.1879], [-0.7699, -0.0134, 2.3977], [0.0901, -1.4768, 2.9823], [-0.9672, -1.4084, 5.1244], [-0.5324, 0.2685, 4.7783], [-2.2082, -0.2558, 4.5895], [-2.1882, -5.8385, -0.4782], [-3.1998, -6.3271, 0.9457], [-3.3850, -4.7073, 0.2078], [2.7706, -3.0472, 6.9810], [3.4822, -3.9494, 7.9534], [2.5946, -4.6709, 8.9465], [3.4675, -4.8367, 10.0703], [4.3871, -3.8419, 10.0312], [5.1341, -3.5763, 10.9140], [4.3284, -3.1954, 8.8439], [2.2749, -2.2327, 7.5115], [3.4750, -2.6034, 6.2867], [2.0275, -3.6108, 6.4160], [4.1180, -4.6624, 7.4208], [2.2428, -5.6383, 8.5986], [1.7424, -4.0593, 9.2532], [3.5940, 3.4734, -2.2398], [2.4335, 4.3103, -2.7075], [1.6285, 4.9570, -1.6015], [0.3212, 5.0531, -2.1921], [0.2136, 4.0640, -3.1073], [-0.8079, 3.7378, -3.6254], [1.4105, 3.4899, -3.3306], [3.2411, 2.6331, -1.6395], [4.1445, 3.0659, -3.0868], [4.2737, 4.0837, -1.6458], [2.7635, 5.0374, -3.4447], [1.9870, 5.9399, -1.3174], [1.5613, 4.3156, -0.7184], [-3.6259, -3.0873, -8.3347], [-3.2927, -3.2559, -6.8756], [-3.6645, -4.5958, -6.2733], [-3.9013, -4.2557, -4.9031], [-4.2826, -2.9556, -4.8581], [-4.7337, -2.4160, -3.9027], [-4.0715, -2.3632, -6.0568], [-4.7045, -3.1389, -8.4859], [-3.2858, -2.1194, -8.6999], [-3.1439, -3.8679, -8.9237], [-2.2376, -3.0337, -6.6923], [-2.8775, -5.3418, -6.3433], [-4.5883, -4.9951, -6.6996], [0.0915, 9.9100, -2.7766], [1.5817, 9.7028, -2.8336], [2.1925, 9.7230, -4.2208], [3.3277, 8.8568, -4.0654], [3.0484, 7.9928, -3.0705], [3.6817, 7.0157, -2.8168], [1.9409, 8.3725, -2.4027], [-0.4250, 9.0983, -3.2896], [-0.2579, 9.9253, -1.7454], [-0.1734, 10.8577, -3.2457], [2.0974, 10.4087, -2.1774], [2.5149, 10.7081, -4.5452], [1.5259, 9.2889, -4.9693]], "spin_multiplicity": 1, "gap_ev": 8.65, "homo_ev": -8.24}

(3)
{"formula": "C32H55AlNP2Si", "method": "ωB97M-V with the def2-TZVPD basis set", "species": ["Al", "C", "C", "C", "C", "C", "C", "H", "H", "H", "C", "H", "H", "H", "C", "H", "H", "H", "C", "H", "H", "H", "C", "H", "H", "H", "C", "C", "C", "C", "C", "C", "C", "C", "H", "H", "H", "H", "H", "H", "H", "H", "H", "H", "H", "H", "P", "C", "C", "P", "C", "C", "C", "H", "H", "H", "H", "H", "H", "H", "H", "H", "H", "H", "H", "H", "H", "C", "Si", "C", "C", "N", "C", "C", "C", "C", "C", "C", "H", "H", "H", "H", "H", "H", "H", "H", "H", "H", "H", "H", "H", "H"], "xyz": [[1.3284, -0.5936, -0.3141], [-1.0957, 3.5114, 0.1091], [-1.9337, 3.2358, -0.9937], [-2.6532, 1.9984, 0.7989], [-1.4544, 2.6587, 1.1711], [-2.9294, 2.3260, -0.5684], [-0.0941, 4.6140, 0.2183], [0.1943, 4.9891, -0.7688], [0.8046, 4.2909, 0.7582], [-0.5186, 5.4586, 0.7822], [-0.7311, 2.5285, 2.4596], [0.3551, 2.6646, 2.3184], [-0.8718, 1.5329, 2.8933], [-1.0821, 3.2889, 3.1717], [-3.5708, 1.2960, 1.7220], [-4.2827, 1.9982, 2.1983], [-3.0034, 0.8228, 2.5308], [-4.1668, 0.5422, 1.1996], [-4.0647, 1.8255, -1.3638], [-4.9355, 2.5005, -1.2833], [-4.3927, 0.8292, -1.0246], [-3.8010, 1.7597, -2.4342], [-1.8605, 3.8536, -2.3515], [-2.5177, 4.7306, -2.4327], [-2.1706, 3.1239, -3.1043], [-0.8357, 4.1746, -2.5696], [3.0754, -1.2473, -0.9446], [3.5795, 0.2259, -1.2266], [3.8300, 0.6732, -2.6886], [2.8429, 0.1642, -3.7454], [1.5338, -0.3365, -3.2038], [1.2658, -1.6713, -3.1154], [2.2146, -2.7773, -2.8326], [3.4133, -2.2680, -2.0522], [4.8278, 0.3180, -2.9695], [3.3379, -0.6017, -4.3546], [3.8567, 1.7651, -2.6962], [4.1826, -1.9063, -2.7303], [3.5517, -1.6060, -0.0154], [4.5423, 0.3617, -0.7132], [3.8872, -3.1391, -1.5769], [1.7034, -3.5822, -2.2840], [0.2801, -2.0150, -3.4652], [2.5602, -3.2554, -3.7716], [2.6324, 0.9709, -4.4740], [0.7086, 0.3696, -3.3883], [2.5500, 1.3980, -0.2175], [3.5924, 1.6438, 1.2742], [1.8927, 2.6213, -1.3750], [-1.8967, -2.0105, -1.6827], [-0.3358, -1.3272, -1.0789], [-2.1518, -0.7487, -2.9935], [-1.3255, -3.7351, -1.8820], [3.2867, 0.9369, 2.0532], [3.4368, 2.6655, 1.5967], [4.6318, 1.4562, 1.0217], [1.8577, 2.2748, -2.4221], [2.5122, 3.4966, -1.2489], [0.8485, 2.8217, -1.1077], [-0.2932, -3.7658, -2.2187], [-1.9772, -4.2136, -2.6106], [-1.4091, -4.2717, -0.9362], [0.4687, -2.1431, -1.1551], [-0.1444, -0.3839, -1.6684], [-3.2174, -0.6638, -3.2111], [-1.5890, -1.0334, -3.8775], [-1.8098, 0.2325, -2.6479], [-3.1378, -1.8896, 0.5871], [-1.7246, -2.0030, 1.8949], [-2.8816, -1.8168, 3.4053], [-1.1342, -3.7901, 2.0444], [-0.2746, -0.9920, 1.7814], [0.4948, -0.9547, 2.9045], [-0.0264, -0.5499, 4.1835], [0.7196, -0.6654, 5.3381], [2.0449, -1.1235, 5.2829], [2.5881, -1.5465, 4.0613], [1.8408, -1.4438, 2.8932], [-3.1995, -2.8132, -0.0269], [-3.0125, -0.9697, -0.0117], [-4.1207, -1.8252, 1.0864], [-3.6116, -2.6429, 3.3726], [-2.3492, -1.8888, 4.3625], [-3.4685, -0.8886, 3.3983], [-0.5346, -4.1029, 1.1775], [-0.5040, -3.8670, 2.9473], [-1.9632, -4.5044, 2.1728], [-1.0303, -0.1234, 4.2275], [0.3131, -0.3340, 6.3051], [2.6320, -1.2429, 6.1981], [3.6214, -1.9097, 3.9947], [2.2486, -1.7656, 1.9332]], "spin_multiplicity": 1, "charge": 1, "e_above_lowest_kcal_mol": 227.2, "gap_ev": [5.67, 4.79], "homo_ev": [-9.10, -9.07]}

Q: Which electronic energy values were calculated for the entries above? A: -82626.4744; -112383.8508; -68606.2272, in eV.